(1)
# C17H27N3O5S2

One molecule with the formula C17H27N3O5S2 (the ωB97M-V functional and the def2-TZVPD basis, the Open Molecules 2025 dataset).

Geometry (Å):
C 2.48346 -2.12561 0.06726
H 1.22845 3.19723 -2.48053
H 2.10023 1.88625 1.88449
C -5.36760 -0.13618 1.58492
H -4.84240 -0.76785 2.29937
C 2.79410 1.10861 -1.27184
C -2.52307 0.08821 0.28493
O 4.57858 -2.11465 1.64869
H -2.64508 -0.59683 1.12741
H -3.90857 1.42203 2.12050
O 4.96303 -2.23506 -0.79546
N 4.32644 -0.07538 0.25389
C -0.20367 -2.39559 -0.32994
H 0.21150 -2.49624 -2.40954
O -2.64489 -2.75966 0.58469
C 3.81047 0.70213 1.35100
H -5.27521 1.98842 1.14390
C -3.85106 0.82909 0.01479
H -3.65338 1.70742 -0.60810
C 1.64334 -2.17704 1.16419
H -0.41843 -2.35382 1.78469
H 2.07130 -2.10676 2.15193
H 0.17297 4.18800 -1.48132
H 1.68452 0.36727 1.05046
H 2.70651 -2.26274 -2.04234
C 2.00454 -2.26441 -1.22317
H -1.73437 0.81108 0.52247
C -5.42404 -0.82672 0.20800
H 2.80170 1.70028 -2.18759
H 4.47612 1.55923 1.49817
H 2.09608 0.26194 -1.40805
N -2.12459 -0.69985 -0.86467
H -2.74226 -0.54559 -1.65214
O -2.27441 -3.00413 -1.85012
H 3.83845 0.07081 2.23850
N 2.36895 1.96006 -0.17252
H -6.36315 0.06718 1.97328
H -4.93859 -1.80857 0.24109
C 0.63977 -2.39719 -1.42507
H 0.74537 3.01595 0.52743
H 1.92707 4.30664 -1.29581
H 4.51419 -0.12367 -1.78547
C 1.06109 2.55110 -0.41048
O -4.74237 0.01774 -0.71229
C 4.21067 0.58895 -1.01933
S 4.22251 -1.72587 0.31805
C -4.59016 1.15824 1.31528
H 0.31399 1.77960 -0.67550
C 0.27814 -2.31330 0.96243
S -1.96866 -2.35108 -0.61581
C 2.39517 1.21419 1.07481
H 4.90600 1.43514 -1.02011
H -6.44194 -0.94494 -0.16897
C 1.10320 3.62595 -1.49045

Cartesian forces (eV/Å) of the 3 atoms listed first:
C 0.62 0.08 0.16
H 0.00 0.01 -0.14
H -0.02 -0.06 0.00

- SMILES = CCN1CCN(S(=O)(=O)c2ccc(S(=O)(=O)NC[C@@H]3CCCO3)cc2)CC1
- HOMO-LUMO gap (eV) = 9.0

***

(2)
# C17H27NO4

One molecule with the formula C17H27NO4 (the ωB97M-V functional and the def2-TZVPD basis, the Open Molecules 2025 dataset).

Geometry (Å):
H -1.37613 3.45044 1.46328
H 0.94162 -1.48282 0.02200
O -2.73909 2.20889 -0.59478
H 3.47530 -0.82552 1.84484
H -1.59935 3.89122 -1.01417
C -2.13376 -0.06585 -0.34472
C 5.03054 -0.62435 0.35625
C 4.33050 0.46250 -0.46820
H -0.01653 -3.40460 -0.88861
H -3.35004 4.08469 -0.79626
H -5.90590 -1.21606 -0.71450
C -1.14278 -1.06099 -0.20590
H 4.37765 1.30399 -2.45565
C -4.49659 0.22838 0.02135
H 5.05336 -1.42632 2.36272
C -2.24978 3.95375 1.05700
H -4.76006 1.00241 -0.70849
O 2.27596 2.15787 0.43749
H -0.13173 -3.31802 0.89217
C -0.71326 -3.40507 -0.03747
C 0.56727 0.62325 -0.16636
H -6.53275 -0.18019 0.57920
H 4.78828 -0.41475 -2.39304
C -1.52454 -4.69159 -0.02757
H -2.10350 -4.76786 -0.94342
H -2.21097 -4.68777 0.81418
H 5.95610 0.79406 -1.85128
H 6.10573 -0.44014 0.33312
H 4.74572 0.31112 2.27897
H 4.84885 -1.59746 -0.10868
C -2.45904 3.58309 -0.40759
H -3.12044 3.66400 1.64077
H -0.06360 2.62802 -0.31180
O -1.62273 -2.33242 -0.15007
H -2.10836 5.02741 1.14379
C 1.98116 1.07885 -0.04419
H 4.44109 1.43089 0.03077
C -0.40238 1.60558 -0.28898
H 2.60504 -0.63044 -0.97947
C -1.74946 1.28310 -0.39780
H -4.23484 0.71623 0.96796
C -5.66343 -0.72704 0.22462
H -5.39735 -1.49007 0.95102
N 2.90635 0.21185 -0.51724
C 4.90000 0.54116 -1.88374
C 4.54694 -0.64483 1.80098
H -0.86234 -5.54910 0.05268
O -3.40328 -0.54198 -0.44947
C 0.19655 -0.71751 -0.12574

Cartesian forces (eV/Å) of the 3 atoms listed first:
H 0.07 0.02 0.08
H 0.04 -0.10 0.03
O 0.13 -0.53 -0.06

- SMILES = CCOc1cc(C(=O)N[C@H](C)CC)cc(OCC)c1OCC
- HOMO-LUMO gap (eV) = 8.7

***

(3)
# C17H27NO5

One molecule with the formula C17H27NO5 (the ωB97M-V functional and the def2-TZVPD basis, the Open Molecules 2025 dataset).

Geometry (Å):
H -4.85183 -2.47950 0.62984
H 4.67558 -0.78127 2.22349
O -5.06737 0.23343 0.41285
H 3.08386 -3.19541 1.64255
H 1.82715 -1.26841 1.91902
H -5.94734 -0.97980 -1.00440
H 1.78267 3.90561 -1.05892
H 2.44202 -4.38640 -0.41323
C 3.19375 -0.03662 0.83977
H 3.43913 0.23437 2.97097
H 0.50274 -3.18386 0.93152
C -0.58777 2.03806 0.03561
H -2.14551 2.31119 -1.39322
C 2.53600 2.01972 -0.32890
H 0.11736 -3.17241 -0.80412
H -3.55497 2.13843 0.58466
C -3.87543 0.16911 -0.18037
H 4.10009 -2.43151 0.41942
C -2.96139 1.25884 0.33875
C 2.29920 -1.27801 0.93021
H -6.59787 -2.75773 0.63297
C -1.84604 1.57037 -0.65259
O -3.56896 -0.64660 -1.00933
C 2.26833 -3.31194 -0.37145
H -1.59671 0.65168 -1.19560
H -5.84926 -1.82315 1.93726
C 1.75510 -1.26950 -1.54026
O -0.33398 1.86551 1.20462
H 1.60582 1.27355 1.32301
H 3.59673 -2.42824 -1.86334
C 1.47667 3.13916 -0.34631
C 0.84218 -2.86532 -0.05282
H -6.99765 -0.31813 0.28702
C 3.06909 -2.60326 0.72702
C 4.06306 0.10539 2.08869
C -5.81701 -2.04194 0.87268
H 3.83858 -0.08698 -0.04221
H 2.15037 -3.17593 -2.53666
C 1.17961 -1.37537 -0.12443
O 0.21930 2.65477 -0.82050
H 0.93962 -1.20836 -2.26245
H 1.35592 3.56285 0.65626
H -2.51397 0.89286 1.26848
H 2.38361 -0.39429 -1.68277
H 4.71545 0.96982 1.99341
C 2.53242 -2.59198 -1.69896
H 0.35209 -0.69272 0.06477
N 2.37709 1.15214 0.67888
O 3.41248 1.95726 -1.16430
C -6.02804 -0.76882 0.06681

Cartesian forces (eV/Å) of the 3 atoms listed first:
H 0.04 -0.07 -0.01
H 0.11 -0.12 0.08
O -0.10 0.19 0.26

- SMILES = CCOC(=O)CCC(=O)OCC(=O)N[C@@H](C)[C@@H]1C[C@@H]2CC[C@H]1C2
- HOMO-LUMO gap (eV) = 10.2

***

Quick rundown of LUMO, same order as above: 0.01 0.69 0.67 eV